# 1
{
  "formula": "C27H28AuI4N2O",
  "method": "ωB97M-V with the def2-TZVPD basis set",
  "elements": ["Au", "I", "C", "C", "C", "I", "C", "C", "C", "C", "N", "C", "C", "O", "H", "H", "H", "H", "C", "C", "C", "C", "C", "C", "C", "C", "N", "C", "C", "C", "C", "C", "C", "C", "C", "C", "C", "H", "H", "H", "H", "H", "H", "H", "H", "H", "H", "H", "H", "H", "H", "H", "H", "H", "H", "H", "H", "H", "H", "H", "H", "I", "I"],
  "coordinates": [[1.233, -0.477, -0.530], [1.952, -0.604, 4.670], [3.421, -0.554, 3.185], [4.764, -0.402, 3.478], [5.703, -0.345, 2.466], [7.715, -0.055, 2.993], [5.310, -0.402, 1.101], [6.183, -0.297, 0.004], [5.676, -0.326, -1.273], [4.296, -0.424, -1.461], [3.456, -0.522, -0.451], [3.934, -0.555, 0.805], [2.962, -0.744, 1.860], [1.784, -1.087, 1.610], [5.073, -0.318, 4.509], [7.248, -0.211, 0.170], [6.331, -0.266, -2.129], [3.873, -0.430, -2.455], [-4.735, -2.580, -2.911], [-3.269, -2.343, -2.714], [-2.329, -3.084, -3.428], [-0.962, -2.856, -3.248], [0.068, -3.639, -3.996], [-0.574, -1.890, -2.356], [-1.479, -1.131, -1.565], [-2.856, -1.387, -1.803], [-0.919, -0.281, -0.694], [-1.499, 0.640, 0.246], [-0.954, 2.041, -0.123], [-1.364, 3.076, 0.920], [-2.886, 3.152, 1.003], [-3.426, 1.780, 1.397], [-2.880, 1.394, 2.769], [-1.359, 1.324, 2.682], [-0.792, 2.684, 2.280], [-0.974, 0.272, 1.651], [-3.025, 0.742, 0.344], [-4.914, -3.345, -3.663], [-5.232, -1.662, -3.222], [-5.198, -2.901, -1.979], [-2.654, -3.839, -4.127], [-0.394, -4.342, -4.680], [0.694, -4.193, -3.298], [0.715, -2.971, -4.561], [0.488, -1.684, -2.226], [-3.630, -0.861, -1.280], [-1.331, 2.320, -1.108], [0.136, 1.984, -0.179], [-0.965, 4.051, 0.612], [-3.297, 3.459, 0.040], [-3.186, 3.896, 1.744], [-4.520, 1.814, 1.437], [-3.273, 0.422, 3.078], [-3.186, 2.131, 3.513], [-0.939, 1.025, 3.649], [0.299, 2.637, 2.226], [-1.056, 3.433, 3.027], [-1.377, -0.701, 1.932], [0.108, 0.180, 1.621], [-3.439, 1.050, -0.618], [-3.441, -0.223, 0.637], [3.141, 3.086, -0.648], [1.749, 5.343, -0.930]],
  "atomic_forces_ev_per_a": [[-0.1, -0.1, 1.0], [0.3, 0.0, -0.1], [-0.8, -0.2, -0.7], [0.6, 0.1, -0.3], [0.2, 0.1, 0.1], [-0.3, -0.1, -0.1], [0.0, 0.1, 0.4], [-0.1, -0.1, -0.4], [0.2, 0.0, 0.3], [0.0, 0.0, -0.3], [-0.9, 0.1, -0.7], [0.0, 0.0, 1.0], [1.6, 0.3, 1.1], [-1.6, -0.3, -0.9], [0.1, 0.0, 0.1], [0.0, 0.0, 0.0], [0.0, 0.0, -0.1], [0.0, 0.1, 0.0], [-0.1, 0.0, 0.0], [-0.2, 0.4, 0.3], [0.4, 0.3, 0.4], [0.1, -0.1, 0.2], [0.1, 0.0, 0.0], [0.3, -0.2, -0.3], [-0.2, -0.2, 0.2], [-0.5, -0.2, 0.0], [1.6, 0.1, -0.9], [-0.9, 0.3, 0.2], [0.4, 0.1, -0.1], [-0.1, 0.3, 0.1], [0.0, -0.1, -0.1], [-0.3, 0.2, 0.1], [0.1, 0.0, 0.0], [-0.1, 0.1, 0.2], [0.0, -0.1, -0.1], [0.5, -0.2, 0.3], [0.1, -0.1, 0.0], [0.0, 0.0, 0.0], [0.0, 0.0, -0.1], [0.0, 0.0, 0.0], [-0.1, -0.1, -0.1], [0.0, -0.1, -0.1], [0.0, -0.1, 0.0], [0.0, 0.0, -0.1], [0.0, 0.0, -0.3], [0.0, 0.1, 0.2], [0.0, 0.0, -0.1], [0.1, 0.0, -0.1], [0.0, -0.2, 0.0], [-0.1, 0.1, -0.1], [0.0, 0.0, 0.0], [0.1, 0.0, 0.0], [-0.1, 0.0, 0.1], [-0.1, 0.0, 0.0], [0.0, -0.1, -0.2], [0.1, 0.0, 0.0], [0.0, 0.0, 0.0], [0.0, -0.1, 0.0], [0.0, 0.0, 0.1], [-0.1, -0.1, -0.1], [-0.1, -0.1, -0.1], [-0.1, 0.1, 0.0], [0.1, -0.2, 0.0]],
  "lowdin_charge": [0.953, 0.952, -0.628, -0.216, -0.653, 0.935, -0.209, -0.020, -0.034, -0.156, -0.029, -0.177, -0.485, -0.198, 0.086, 0.067, 0.115, 0.112, -0.025, -0.224, 0.082, -0.231, -0.024, 0.030, -0.209, 0.078, 0.110, -0.420, -0.084, -0.287, -0.107, -0.278, -0.107, -0.279, -0.097, -0.080, -0.093, 0.085, 0.096, 0.096, 0.136, 0.085, 0.096, 0.094, 0.071, 0.099, 0.136, 0.049, 0.113, 0.124, 0.129, 0.148, 0.126, 0.129, 0.126, 0.125, 0.130, 0.143, 0.068, 0.127, 0.128, 0.078, 0.094],
  "homo_lumo_gap_ev": [2.793, 2.818],
  "charge": 1,
  "homo_ev": [-9.46, -9.47]
}



# 2
{
  "formula": "C27H28Br2F9NO10",
  "method": "ωB97M-V with the def2-TZVPD basis set",
  "elements": ["C", "C", "O", "O", "C", "C", "C", "C", "C", "C", "C", "C", "C", "O", "N", "C", "Br", "C", "C", "Br", "C", "O", "H", "H", "H", "H", "H", "H", "H", "H", "H", "H", "H", "H", "H", "C", "C", "O", "C", "O", "C", "F", "F", "F", "H", "H", "H", "H", "H", "C", "C", "O", "C", "O", "C", "F", "F", "F", "H", "H", "H", "H", "H", "C", "C", "O", "C", "O", "C", "F", "F", "F", "H", "H", "H", "H", "H"],
  "coordinates": [[1.462, -5.306, 2.899], [2.233, -4.830, 1.618], [3.432, -4.891, 1.580], [1.465, -4.342, 0.561], [1.817, -2.979, 0.219], [0.664, -1.924, 0.563], [0.146, -2.269, 1.990], [0.831, -1.846, 3.230], [0.309, -2.207, 4.557], [-0.908, -3.025, 4.717], [-1.562, -3.434, 3.497], [-1.061, -3.048, 2.161], [-2.067, -3.643, 1.129], [-1.855, -3.828, -0.034], [-3.243, -3.837, 1.924], [-4.391, -4.495, 1.342], [-4.332, -5.864, -0.038], [-5.620, -4.155, 1.823], [-6.959, -4.791, 1.350], [-5.794, -2.780, 3.224], [-2.830, -4.296, 3.233], [-3.293, -5.134, 3.942], [1.828, -6.305, 3.251], [1.619, -4.550, 3.717], [0.359, -5.377, 2.736], [2.722, -2.637, 0.795], [2.036, -2.986, -0.883], [1.116, -0.901, 0.519], [-0.144, -2.017, -0.202], [1.763, -1.235, 3.121], [0.842, -1.841, 5.466], [-1.326, -3.324, 5.700], [-7.652, -4.752, 2.239], [-7.460, -4.230, 0.525], [-6.839, -5.887, 1.131], [-4.528, 3.314, 2.900], [-5.117, 3.505, 4.282], [-5.890, 2.357, 4.671], [-5.197, 1.323, 5.159], [-4.007, 1.297, 5.284], [-6.146, 0.197, 5.572], [-7.095, -0.038, 4.650], [-6.789, 0.486, 6.719], [-5.505, -0.963, 5.770], [-5.312, 3.076, 2.179], [-4.010, 4.217, 2.575], [-3.818, 2.485, 2.886], [-5.804, 4.352, 4.275], [-4.346, 3.721, 5.024], [3.880, 1.037, -4.556], [2.465, 1.260, -4.063], [2.408, 1.203, -2.626], [2.759, 2.322, -1.982], [3.110, 3.335, -2.513], [2.605, 2.131, -0.473], [3.106, 0.954, -0.052], [1.311, 2.156, -0.098], [3.225, 3.085, 0.231], [4.280, 0.100, -4.159], [3.904, 0.998, -5.634], [4.542, 1.833, -4.221], [1.818, 0.463, -4.430], [2.055, 2.203, -4.429], [5.742, 7.476, -7.284], [4.541, 6.555, -7.350], [4.956, 5.181, -7.445], [5.290, 4.590, -6.292], [5.267, 5.121, -5.220], [5.662, 3.127, -6.536], [6.471, 2.973, -7.597], [4.565, 2.370, -6.773], [6.297, 2.580, -5.493], [6.408, 7.299, -8.131], [5.426, 8.520, -7.294], [6.324, 7.299, -6.378], [3.965, 6.766, -8.251], [3.875, 6.700, -6.498]],
  "atomic_forces_ev_per_a": [[-0.5, 0.0, -0.4], [-0.3, -0.7, 1.0], [-0.5, 0.4, -0.3], [0.4, 0.6, 1.5], [0.2, 1.0, -0.6], [0.4, -1.2, 0.4], [-1.0, -0.2, 1.3], [-1.8, -1.1, 0.0], [-0.8, -0.5, -1.6], [0.8, 0.4, -2.3], [1.4, 0.9, -1.0], [0.4, -0.1, 2.1], [1.9, 1.8, 1.5], [-0.9, 0.0, 0.3], [-0.6, -3.0, -1.7], [-1.7, 1.0, 1.0], [0.5, 0.8, 0.9], [0.0, -0.6, -0.9], [-0.1, 0.0, 1.6], [0.2, -1.0, -1.2], [2.0, 1.7, 0.9], [-0.5, 0.3, -0.6], [-0.1, 1.0, -0.4], [0.0, -0.7, -0.9], [1.0, 0.1, 0.0], [-0.7, -0.7, -0.7], [-0.1, 0.2, 1.1], [-0.4, -0.9, 0.1], [0.5, 0.1, 0.8], [-1.0, -0.6, 0.3], [-0.5, -0.4, -0.9], [0.5, 0.3, -0.8], [0.6, 0.1, -1.0], [0.7, -0.5, 0.5], [0.0, 1.2, -0.1], [0.0, -0.3, -0.1], [0.3, 0.6, -0.4], [-0.2, -0.6, 0.4], [0.5, 1.2, -0.4], [-0.3, -0.5, 0.2], [-1.0, -1.2, 0.4], [0.3, 0.3, 0.0], [0.3, 0.3, -0.2], [0.2, 0.5, -0.1], [0.0, 0.1, 0.0], [0.0, 0.0, 0.1], [0.0, 0.1, 0.1], [-0.2, -0.3, 0.1], [0.0, -0.3, 0.0], [0.0, -0.3, 0.7], [0.2, -0.2, -0.7], [-0.2, 0.3, 0.7], [-0.1, -0.2, -1.4], [0.0, 0.0, 0.6], [0.0, -0.1, 1.6], [0.0, 0.1, -0.4], [0.1, 0.0, -0.5], [0.0, -0.1, -0.6], [-0.1, 0.0, 0.0], [-0.2, -0.3, 0.2], [-0.1, 0.0, 0.0], [0.0, 0.0, 0.3], [0.1, 0.1, 0.3], [0.3, -0.2, 0.1], [-0.1, 0.7, -0.1], [0.1, -0.7, 0.2], [-0.5, 1.3, -0.2], [0.2, -0.6, 0.0], [0.6, -1.4, -0.4], [-0.2, 0.4, 0.1], [0.4, 1.1, -0.5], [-0.2, 0.6, -0.1], [-0.1, 0.1, -0.1], [0.0, -0.1, 0.0], [-0.1, 0.1, 0.0], [0.1, -0.3, 0.0], [0.2, -0.2, 0.1]],
  "lowdin_charge": [0.021, -0.477, 0.111, -0.043, -0.146, -0.084, -0.127, -0.005, -0.050, 0.009, -0.050, -0.008, -0.346, 0.110, -0.003, -0.643, 0.786, -0.643, -0.166, 0.785, -0.380, 0.145, 0.094, 0.083, 0.074, 0.129, 0.135, 0.107, 0.112, 0.118, 0.103, 0.117, 0.066, 0.090, 0.053, -0.061, -0.201, 0.028, -0.383, 0.171, -0.536, 0.131, 0.163, 0.117, 0.084, 0.083, 0.078, 0.125, 0.126, -0.059, -0.184, 0.027, -0.385, 0.176, -0.524, 0.148, 0.155, 0.167, 0.095, 0.066, 0.068, 0.127, 0.127, -0.061, -0.200, 0.027, -0.382, 0.178, -0.513, 0.166, 0.121, 0.161, 0.084, 0.083, 0.078, 0.125, 0.127],
  "smiles": "CC(=O)OCCc1cccc2c1C(=O)N(/C(Br)=C(/C)Br)C2=O.CCOC(=O)C(F)(F)F.CCOC(=O)C(F)(F)F.CCOC(=O)C(F)(F)F",
  "homo_lumo_gap_ev": 8.793,
  "charge": 0,
  "homo_ev": -9.09
}